No. 1
118
Properties=species:S:1:pos:R:3:forces:R:3:lowdin_charge:R:1 method="wB97M-V/def2-TZVPD" total_charge=-1 homo_ha=-0.1635
Hf 0.57581 0.39511 -0.21595 -0.5 -0.9 0.8 1.684
C 3.06841 -2.21721 -4.71772 0.5 -0.8 -1.5 -0.040
C 2.79876 -2.01928 -3.26999 1.8 -0.8 -0.2 -0.280
C 3.63288 -2.45614 -2.22804 -1.0 0.6 0.2 0.051
C 2.95189 -1.98559 -1.07172 1.8 -0.7 -0.5 -0.225
N 1.86243 -1.31821 -1.41887 -0.7 0.6 1.0 0.054
N 1.78565 -1.34745 -2.76175 -0.4 0.1 -0.4 0.025
B 0.61085 -0.82538 -3.61319 -1.1 -1.5 0.0 -0.514
N -0.66978 -1.68212 -3.24782 0.5 0.0 -1.2 0.023
N -1.28150 -1.45077 -2.09738 0.1 0.8 1.0 0.110
C -2.22447 -2.35098 -1.93538 0.3 -1.6 -1.7 -0.244
C -2.21858 -3.23869 -3.08396 0.0 0.6 1.1 0.029
C -1.20653 -2.79199 -3.89052 0.0 1.4 -0.5 -0.245
C -0.83042 -3.20105 -5.30733 0.7 -0.7 0.6 -0.032
C -3.16828 -2.49197 -0.82938 -0.4 0.0 0.0 -0.163
C -3.55425 -1.33956 -0.10615 -0.5 -1.6 -0.4 -0.038
C -4.59670 -1.46083 0.80709 0.5 0.9 0.5 -0.082
C -5.17133 -2.71191 1.05682 -0.6 1.1 0.5 -0.127
C -4.79599 -3.83560 0.37662 0.6 -0.2 -1.2 -0.123
C -3.78602 -3.73638 -0.61201 -0.7 -0.1 1.0 -0.036
N 0.50854 0.67884 -3.43762 0.8 0.1 1.8 0.029
N 1.28223 1.26395 -2.44676 -0.5 0.4 0.3 0.037
C 1.56745 2.49446 -2.88857 -0.2 0.0 0.2 -0.235
C 0.96303 2.69466 -4.14340 1.2 0.8 1.2 0.024
C 0.33669 1.54670 -4.41564 -2.3 -1.1 -2.9 -0.281
C -0.57592 1.19266 -5.60227 0.5 1.0 1.3 0.015
C 2.37332 3.55572 -2.22389 0.0 0.7 0.1 -0.151
C 1.93705 4.20035 -1.01728 -0.2 -0.8 -1.8 -0.065
C 2.68803 5.22307 -0.51773 0.3 0.2 2.2 -0.088
C 3.90048 5.59246 -1.11982 -0.6 0.7 0.4 -0.114
C 4.28871 5.05324 -2.31452 -0.4 -1.0 -1.5 -0.095
C 3.50748 4.02249 -2.92582 -0.3 -0.1 2.0 -0.014
C 3.52627 -2.26996 0.28096 0.6 1.1 -0.8 -0.183
C 2.83349 -3.07159 1.13236 -1.5 -1.3 0.3 -0.039
C 3.36542 -3.50331 2.33814 0.8 0.8 -0.7 -0.059
C 4.64741 -3.05465 2.65551 -0.9 0.1 0.3 -0.107
C 5.35572 -2.17643 1.83564 1.2 -0.1 -0.3 -0.096
C 4.82929 -1.82342 0.59853 -1.3 -0.9 -0.3 -0.043
H 3.83920 -2.99469 -4.78232 -0.1 0.0 0.1 0.072
H 2.23263 -2.63166 -5.35266 0.7 0.8 0.8 0.071
H 3.56632 -1.35961 -5.23412 -0.9 -0.3 0.5 0.098
H 4.57567 -3.02067 -2.24697 -0.8 0.3 -0.1 0.120
H 0.83154 -1.02035 -4.76588 0.1 -0.2 -0.1 0.108
H -2.89084 -4.07207 -3.20179 0.1 0.0 -0.3 0.095
H -1.40578 -4.10916 -5.53245 0.4 0.0 0.1 0.071
H -1.08348 -2.51870 -6.13229 0.1 0.3 0.6 0.075
H 0.27130 -3.43004 -5.35126 -1.1 0.1 -0.2 0.067
H -3.03889 -0.44424 -0.39089 -0.1 0.4 0.4 0.047
H -4.93674 -0.55892 1.37535 0.2 -0.9 -0.6 0.107
H -5.99341 -2.73450 1.76138 0.0 -0.2 0.1 0.095
H -5.35023 -4.76200 0.53579 0.4 0.1 0.0 0.102
H -3.53523 -4.67172 -1.13676 0.2 0.8 0.1 0.115
H 1.05512 3.57392 -4.71003 -0.1 0.8 -0.7 0.109
H -0.80321 2.03467 -6.23645 0.1 0.5 0.1 0.078
H -0.19967 0.44792 -6.23587 1.0 -1.2 -0.8 0.050
H -1.49687 0.80703 -5.21620 -0.6 -0.2 0.2 0.062
H 1.00803 3.88698 -0.52904 0.4 0.0 -0.1 0.088
H 2.38767 5.59801 0.51856 0.5 -0.2 -1.7 0.135
H 4.50031 6.37200 -0.66499 0.0 0.0 0.0 0.094
H 5.16041 5.44145 -2.84074 0.0 -0.2 0.2 0.095
H 3.81048 3.42716 -3.78598 0.1 0.6 -0.1 0.111
H 1.86158 -3.42758 0.77151 0.3 0.2 0.4 0.106
H 2.82077 -4.16028 2.99527 -0.1 -0.1 0.1 0.104
H 4.99017 -3.39707 3.60487 0.8 0.1 0.5 0.085
H 6.39740 -1.85663 2.08295 -1.0 -0.3 0.0 0.109
H 5.34720 -1.37209 -0.23622 0.4 0.6 0.4 0.112
N 2.60884 -0.38860 3.65932 -0.2 0.6 -0.6 0.187
C 2.41673 -0.00232 2.33685 -0.9 0.4 1.2 -0.472
O 1.51903 -0.55996 1.71104 0.7 -0.3 -0.2 -0.098
C 3.20935 1.10108 1.68038 1.0 -0.9 0.1 -0.185
C 2.68168 1.40000 0.28291 -1.2 -0.2 0.2 -0.241
H 1.79837 -0.84220 4.07465 0.2 -0.1 -0.4 0.073
H 3.06868 0.24833 4.29827 0.1 0.0 -0.4 0.101
H 4.24080 0.66542 1.67928 -0.4 0.5 -0.1 0.108
H 3.27696 2.00173 2.30034 -0.3 -0.2 0.1 0.115
H 3.24820 0.89575 -0.49127 0.6 0.1 -0.2 0.028
H 2.67694 2.47999 0.14032 0.2 -0.4 -0.1 0.011
C -0.46780 0.89112 6.84938 -1.4 0.0 1.3 -0.021
C -1.91730 0.66515 6.32193 0.5 0.2 1.9 -0.173
C -2.95727 0.13792 7.11502 0.4 -0.2 -1.3 -0.054
C -4.20714 -0.10282 6.56187 0.4 -0.4 1.2 -0.656
Cl -5.49270 -0.88427 7.48269 0.4 0.2 0.0 0.614
C -4.41501 0.14629 5.24574 -1.5 -0.3 -0.4 -0.132
C -3.44838 0.73758 4.49571 0.7 0.2 -0.4 0.005
C -2.19993 1.04793 5.02911 0.1 -0.3 -0.9 -0.247
O -1.13869 1.49946 4.30167 0.4 -0.1 0.0 -0.036
C -1.35599 2.45355 3.25152 -1.0 -0.8 1.7 -0.063
C -0.36857 2.40183 2.15072 0.4 -1.9 -1.2 -0.620
O 0.10932 3.44510 1.81774 1.1 2.4 -0.7 0.073
O -0.15118 1.28474 1.51989 -0.6 0.4 0.9 -0.224
H -0.27508 0.43042 7.88903 -0.4 0.6 -1.7 0.100
H -0.29537 1.98433 6.92533 0.0 -0.6 0.0 0.084
H 0.20330 0.50187 6.10456 0.5 -0.2 -0.1 0.048
H -2.72896 -0.29234 8.04975 0.2 0.0 1.2 0.092
H -5.34182 -0.20976 4.79967 0.1 0.3 -0.1 0.111
H -3.66601 0.82942 3.46362 0.1 0.4 -0.9 0.093
H -1.32114 3.43964 3.71739 -0.2 0.0 -0.3 0.144
H -2.31863 2.20973 2.83757 -0.5 0.5 -0.4 0.088
Cl -2.06322 -4.51821 2.27225 0.2 -0.4 0.2 0.632
C -1.48683 -2.87073 2.16883 0.1 0.8 -1.2 -1.001
Cl -0.63682 -2.35235 3.63482 0.1 -0.1 0.2 0.617
C -0.60354 -2.59396 0.86873 -0.8 1.9 0.4 -0.734
O -0.16485 -3.47550 0.19768 0.6 -1.9 -0.4 0.041
O -0.53085 -1.34026 0.58319 -0.1 0.4 0.4 -0.214
H -2.37020 -2.24155 2.07964 0.1 0.0 0.1 0.035
C -2.80127 1.29239 -2.57927 1.1 0.7 0.0 -0.236
Si -1.85028 1.95255 -1.01258 -0.2 -0.6 0.0 0.523
C -3.27565 1.95678 0.32763 -0.1 1.0 -0.2 -0.248
C -1.66291 3.81791 -1.40072 -1.7 -0.1 1.5 -0.252
H -3.39432 0.46355 -2.25318 -0.3 -0.7 -0.1 -0.014
H -2.05883 0.96003 -3.32974 -0.6 0.0 0.4 -0.021
H -3.47107 2.03373 -3.02639 0.1 0.1 0.0 0.021
H -3.11726 2.97932 0.76106 -0.3 -0.8 0.2 0.023
H -3.36031 1.18850 1.11650 0.4 0.4 -0.4 -0.010
H -4.25978 2.00705 -0.18969 0.5 -0.1 0.2 0.032
H -2.60377 4.24797 -1.78670 0.2 -0.2 0.0 0.027
H -0.95797 3.82247 -2.16373 1.5 0.5 -1.5 -0.040
H -1.36047 4.45382 -0.55426 0.2 -0.3 -0.2 0.021

---

No. 2
109
Properties=species:S:1:pos:R:3:forces:R:3:lowdin_charge:R:1 method="wB97M-V/def2-TZVPD" total_charge=+3 homo_ha=-0.5470
Sc 0.07706 0.17958 -1.36050 0.1 -0.1 0.5 0.981
C -0.77471 -4.36716 -4.24556 0.0 0.0 0.0 0.027
N -1.07444 -2.96092 -3.93984 -0.1 0.0 -0.2 -0.077
C -2.19082 -2.36757 -4.68551 0.0 0.0 0.0 0.039
C -0.38627 -2.26934 -3.08193 0.2 -0.1 0.1 -0.361
O -0.64814 -1.05794 -2.79406 -0.3 -0.1 -0.2 -0.091
C 0.79110 -2.90261 -2.36329 -0.1 0.0 0.1 -0.050
O 1.32023 -1.88106 -1.53301 0.0 0.1 -0.2 -0.225
C 2.73343 -1.80870 -1.40244 -0.1 0.0 0.1 -0.051
C 3.03877 -0.34527 -1.15308 0.0 -0.3 0.0 -0.334
O 2.05150 0.45943 -1.20824 0.3 0.3 0.2 -0.082
N 4.25830 0.03040 -0.91057 0.0 0.1 0.0 -0.075
C 5.37493 -0.91933 -0.83559 0.1 0.0 0.0 0.029
C 4.58459 1.42936 -0.60991 0.0 0.0 0.0 0.038
H -1.70065 -4.85839 -4.53225 0.0 0.0 0.0 0.113
H -0.37864 -4.88627 -3.37697 0.0 0.0 0.0 0.099
H -0.07339 -4.43993 -5.07681 0.0 0.0 0.0 0.119
H -2.09617 -2.64623 -5.73305 0.0 0.0 0.0 0.118
H -2.16819 -1.28790 -4.59155 0.0 0.0 0.0 0.064
H -3.13437 -2.75767 -4.30369 0.0 0.0 0.0 0.112
H 1.53645 -3.26500 -3.07335 0.0 0.0 0.0 0.158
H 0.44657 -3.73788 -1.74764 0.0 0.0 0.0 0.147
H 3.22307 -2.14609 -2.31990 0.0 0.0 0.0 0.157
H 3.07359 -2.42081 -0.56367 0.0 0.0 0.0 0.134
H 5.21901 -1.77759 -1.48286 0.0 0.0 0.0 0.100
H 5.51229 -1.25481 0.19266 0.0 0.0 0.0 0.107
H 6.27844 -0.41164 -1.16318 0.0 0.0 0.0 0.115
H 3.67533 2.00082 -0.47392 0.0 0.0 0.0 0.065
H 5.17581 1.85131 -1.42175 0.0 0.0 0.0 0.118
H 5.17179 1.46180 0.30675 0.0 0.0 0.0 0.116
C -3.28860 1.17907 -4.05687 0.0 0.0 0.0 -0.013
C -1.82161 1.49015 -3.97202 0.0 0.0 -0.1 -0.262
C -1.28548 2.04211 -2.80745 0.3 0.1 0.1 -0.100
C 0.07467 2.38887 -2.72664 -0.4 -0.2 -0.1 -0.161
C 0.92655 2.11032 -3.79103 0.1 0.0 -0.1 -0.061
C 0.39945 1.55267 -4.95088 -0.1 0.0 0.0 -0.023
C -0.96011 1.26932 -5.04417 0.1 0.0 0.0 -0.012
H -3.62278 1.12192 -5.09178 0.0 0.0 0.0 0.099
H -3.87726 1.94356 -3.55028 0.0 0.0 0.0 0.095
H -3.51704 0.22338 -3.57678 0.0 0.0 0.0 0.081
H -1.94462 2.29392 -1.98585 -0.1 0.1 0.0 0.083
H 0.43014 2.93142 -1.85768 0.0 0.0 0.0 0.080
H 1.97238 2.38536 -3.74469 0.0 0.0 0.0 0.125
H 1.04323 1.37703 -5.80339 0.0 0.0 0.0 0.126
H -1.35821 0.88864 -5.97867 0.0 0.0 0.0 0.133
C -1.55843 -0.92574 2.27379 0.0 0.2 0.0 -0.278
N -1.06596 0.31155 2.85041 -0.1 -0.1 0.1 -0.202
C -1.60781 1.49528 2.21905 0.0 -0.1 0.0 -0.325
P -0.64418 2.06533 0.75033 0.2 0.2 0.0 1.054
C 0.87572 2.76322 1.48886 0.0 -0.1 0.0 -0.363
C 1.76923 3.46902 0.68041 0.0 0.0 0.0 -0.142
C 2.89153 4.07857 1.22202 0.0 0.0 0.0 -0.071
C 3.15897 3.96261 2.57929 0.0 0.0 0.0 -0.043
C 2.29180 3.24147 3.38798 0.0 0.0 0.0 -0.038
C 1.15468 2.65125 2.85254 0.0 0.0 0.0 -0.068
C -1.67010 3.50075 0.28850 0.0 -0.1 -0.1 -0.378
C -3.00635 3.24782 -0.04138 0.0 0.1 0.0 -0.136
C -3.85780 4.28982 -0.37452 0.0 -0.1 0.0 -0.053
C -3.38265 5.59445 -0.39547 0.1 0.0 0.0 -0.041
C -2.05859 5.85161 -0.07057 -0.1 0.0 0.0 -0.040
C -1.20396 4.81164 0.27254 0.1 0.0 0.1 -0.062
C -1.13429 0.31294 4.29916 0.2 -0.1 0.0 -0.275
C -2.18693 0.89472 4.98972 -0.1 0.1 0.0 -0.018
C -2.20469 0.85068 6.37952 0.0 0.0 -0.1 -0.049
C -1.18610 0.21527 7.07104 0.0 0.0 0.1 -0.059
C -0.13738 -0.37374 6.37598 0.0 0.0 0.0 -0.056
C -0.10618 -0.31853 4.99082 0.0 0.0 0.0 -0.030
P -0.61494 -1.47311 0.78366 -0.2 -0.1 -0.1 1.067
C -1.55614 -2.97678 0.38005 0.0 0.1 -0.1 -0.368
C -2.37596 -2.96962 -0.75124 0.0 -0.1 0.1 -0.113
C -3.21569 -4.04270 -1.02044 0.0 0.1 -0.1 -0.060
C -3.24831 -5.13130 -0.16268 0.0 0.0 0.1 -0.037
C -2.45921 -5.13359 0.98252 0.0 0.0 0.0 -0.034
C -1.62879 -4.05988 1.26025 0.1 0.0 0.0 -0.083
C 1.02728 -1.93878 1.41962 0.0 -0.1 0.0 -0.355
C 1.52470 -3.24284 1.39324 0.0 0.0 0.0 -0.090
C 2.80405 -3.51648 1.86153 0.0 0.0 0.0 -0.053
C 3.60566 -2.49169 2.35311 0.0 0.0 0.0 -0.057
C 3.12617 -1.18861 2.36135 0.0 0.0 0.0 -0.060
C 1.84712 -0.91157 1.89248 0.0 0.0 0.0 -0.111
H -2.62135 -0.87217 1.99450 0.0 0.0 -0.1 0.115
H -1.46708 -1.72910 3.00432 0.1 0.0 0.0 0.113
H -1.56837 2.32924 2.91947 0.0 0.1 0.0 0.112
H -2.65588 1.38590 1.91506 0.0 0.0 0.0 0.095
H 1.58088 3.59259 -0.37977 0.0 0.0 0.0 0.091
H 3.54759 4.65955 0.58520 0.0 0.0 0.0 0.121
H 4.03079 4.44344 3.00354 0.0 0.0 0.0 0.121
H 2.48558 3.14987 4.44899 0.0 0.0 0.0 0.122
H 0.50340 2.10313 3.51911 0.0 0.0 0.0 0.091
H -3.39991 2.23523 -0.02932 0.0 0.0 0.0 0.104
H -4.89423 4.08246 -0.60802 0.0 0.0 0.0 0.118
H -4.04649 6.40810 -0.65599 0.0 0.0 0.0 0.122
H -1.68687 6.86752 -0.07078 0.0 0.0 0.0 0.121
H -0.18383 5.04221 0.55122 0.0 0.0 0.0 0.100
H -2.99644 1.38462 4.45969 0.0 0.0 0.0 0.118
H -3.02416 1.30696 6.91890 0.0 0.0 0.0 0.118
H -1.20675 0.18003 8.15216 0.0 0.0 0.0 0.117
H 0.66103 -0.86550 6.91643 0.0 0.0 0.0 0.114
H 0.71468 -0.75857 4.43318 0.0 0.0 0.1 0.103
H -2.39057 -2.10412 -1.40135 0.0 0.0 0.0 0.086
H -3.86876 -4.01495 -1.88445 0.0 0.0 0.0 0.112
H -3.90670 -5.96465 -0.36812 0.0 0.0 0.0 0.124
H -2.50540 -5.96750 1.67028 0.0 0.0 0.0 0.125
H -1.05012 -4.06581 2.17622 0.0 0.0 0.0 0.116
H 0.92278 -4.05826 1.01396 0.0 0.0 0.0 0.101
H 3.16717 -4.53659 1.85906 0.0 0.0 0.0 0.123
H 4.59039 -2.71482 2.74401 0.0 0.0 0.0 0.122
H 3.73105 -0.38165 2.75837 0.0 0.0 0.0 0.120
H 1.48396 0.10943 1.93354 0.0 0.0 0.0 0.080

---

For the records above, the corresponding Kohn-Sham gap values read 6.77, 6.91 eV.